Density functional theory data (the ωB97M-V functional and the def2-TZVPD basis) for C33H82BaN5O11Zn as an isolated structure in a non-equilibrium geometry.

Element x y z (Å)
Ba: 4.102 -0.366 2.347
Zn: 4.226 3.969 -2.149
C: -1.806 3.121 -0.690
C: -0.769 2.074 -0.633
C: -0.882 1.087 -1.827
O: 0.572 2.387 -0.529
H: -1.756 3.923 0.046
H: -2.790 2.658 -0.607
H: -1.782 3.466 -1.724
H: -0.816 1.446 0.256
H: -1.913 1.082 -2.179
H: -0.721 0.059 -1.504
H: -0.233 1.300 -2.676
C: 2.221 2.118 5.490
O: 2.699 0.769 5.579
C: 2.912 0.416 6.969
C: 3.049 -1.108 7.205
N: 3.831 -1.757 6.230
C: 5.232 -1.605 6.541
C: 6.091 -2.618 5.709
O: 5.948 -2.449 4.327
C: 6.981 -3.090 3.622
H: 2.328 2.602 6.461
H: 1.226 2.392 5.140
H: 2.916 2.733 4.918
H: 2.146 0.835 7.622
H: 3.821 0.904 7.321
H: 2.026 -1.468 7.094
H: 3.411 -1.333 8.209
H: 3.721 -2.761 6.236
H: 5.474 -1.806 7.584
H: 5.518 -0.557 6.461
H: 5.904 -3.626 6.079
H: 7.136 -2.373 5.899
H: 7.211 -4.098 3.966
H: 7.921 -2.552 3.745
H: 6.733 -3.242 2.571
C: -2.744 -5.027 5.813
O: -1.871 -4.215 4.970
C: -2.486 -3.905 3.726
C: -1.437 -3.091 2.924
N: -0.172 -3.758 2.583
C: -0.234 -4.764 1.496
C: 1.120 -5.361 1.077
O: 2.010 -4.331 0.667
C: 1.836 -3.869 -0.681
H: -2.924 -6.022 5.404
H: -3.692 -4.492 5.861
H: -2.409 -5.010 6.850
H: -3.436 -3.376 3.808
H: -2.813 -4.823 3.239
H: -1.297 -2.165 3.481
H: -1.714 -2.623 1.979
H: 0.140 -4.120 3.472
H: -0.604 -4.229 0.621
H: -0.946 -5.552 1.741
H: 1.190 -6.351 0.627
H: 1.455 -5.829 2.003
H: 2.790 -3.848 -1.208
H: 1.427 -2.859 -0.664
H: 1.152 -4.568 -1.162
C: 7.904 10.489 1.351
O: 7.232 9.765 0.239
C: 7.804 8.576 -0.168
C: 6.913 7.607 -1.103
N: 5.747 7.004 -0.386
C: 4.625 7.815 0.145
C: 3.729 8.357 -1.014
O: 3.477 7.243 -1.900
C: 2.519 7.392 -2.921
H: 7.022 10.900 1.843
H: 8.455 11.361 0.999
H: 8.446 9.825 2.024
H: 8.106 8.003 0.708
H: 8.658 8.870 -0.778
H: 7.537 6.865 -1.601
H: 6.698 8.333 -1.887
H: 6.196 6.734 0.478
H: 4.928 8.638 0.792
H: 3.927 7.260 0.770
H: 4.074 9.283 -1.474
H: 2.843 8.644 -0.448
H: 1.688 7.829 -2.367
H: 2.118 6.432 -3.247
H: 2.838 8.096 -3.689
C: -1.619 -5.289 -6.585
O: -2.368 -6.474 -6.372
C: -2.457 -7.410 -7.474
C: -2.196 -8.859 -6.932
N: -0.989 -8.911 -6.109
C: 0.228 -9.425 -6.788
C: 0.564 -8.728 -8.126
O: 0.846 -7.294 -7.982
C: 2.063 -7.071 -7.375
H: -2.127 -4.613 -7.272
H: -0.695 -5.667 -7.024
H: -1.481 -4.783 -5.629
H: -1.830 -7.109 -8.312
H: -3.500 -7.225 -7.732
H: -2.030 -9.533 -7.772
H: -3.124 -9.084 -6.406
H: -0.730 -7.953 -5.922
H: 0.125 -10.509 -6.854
H: 1.131 -9.342 -6.183
H: -0.238 -8.784 -8.862
H: 1.415 -9.235 -8.583
H: 2.888 -7.775 -7.484
H: 1.876 -7.182 -6.307
H: 2.496 -6.135 -7.728
C: -8.368 0.413 -3.395
O: -8.140 0.798 -2.111
C: -8.633 2.101 -1.761
C: -8.936 2.079 -0.288
N: -9.335 3.360 0.455
C: -8.634 4.565 0.082
C: -8.818 5.771 1.003
O: -8.344 5.368 2.303
C: -8.667 6.296 3.358
H: -7.706 -0.424 -3.618
H: -8.070 1.133 -4.157
H: -9.438 0.226 -3.489
H: -9.523 2.288 -2.361
H: -7.755 2.730 -1.907
H: -8.027 1.650 0.135
H: -9.653 1.281 -0.093
H: -9.268 3.305 1.461
H: -8.759 4.952 -0.930
H: -7.561 4.370 0.097
H: -9.767 6.305 0.982
H: -8.153 6.605 0.778
H: -8.845 5.749 4.284
H: -9.617 6.788 3.147
H: -7.942 7.016 3.736

Properties
HOMO, hartree: -0.4586
Total charge: +3
2S+1: 1
Energy, eV: -114592.7246
Orbital gap, Ha: 0.03962
Relative energy (zero: lowest compared OMol25 entry of this formula, charge and spin), kcal/mol: 110.72

Mulliken population analysis, charges in e, atoms 1 to 99: 1.804, 0.283, -1.309, 0.767, -1.021, -0.446, 0.343, 0.380, 0.342, 0.109, 0.341, 0.260, 0.341, -0.887, -0.254, -0.508, -1.031, -0.115, -0.884, -0.722, -0.140, -0.876, 0.338, 0.301, 0.347, 0.488, 0.406, 0.449, 0.385, 0.298, 0.398, 0.381, 0.401, 0.416, 0.306, 0.373, 0.274, -0.789, -0.277, -0.437, -0.932, -0.253, -0.388, -0.811, -0.359, -0.680, 0.312, 0.325, 0.253, 0.442, 0.331, 0.294, 0.463, 0.343, 0.301, 0.310, 0.416, 0.345, 0.258, 0.185, 0.370, -0.657, -0.300, -0.587, -0.742, -0.242, -0.574, -0.722, -0.197, -0.751, 0.236, 0.265, 0.326, 0.421, 0.373, 0.394, 0.265, 0.275, 0.308, 0.427, 0.399, 0.406, 0.337, 0.201, 0.284, -0.411, -0.390, -0.551, -0.572, -0.232, -0.830, -0.403, -0.350, -0.828, 0.291, 0.142, 0.188, 0.337, 0.418

Density functional theory data (the ωB97M-V functional and the def2-TZVPD basis) for a 9-piece molecular cluster, C33H83NO9 overall in a non-equilibrium geometry.

Element x y z (Å)
C: -3.215 3.259 3.441
C: -3.619 4.715 3.244
C: -3.184 5.602 4.445
C: -2.719 5.118 2.021
C: -3.234 6.347 1.241
C: -4.706 6.256 0.855
C: -5.572 6.006 2.064
C: -5.678 7.267 2.961
C: -6.980 5.748 1.456
N: -5.039 4.824 2.788
O: -5.820 4.517 3.920
H: -3.392 2.703 2.520
H: -2.146 3.172 3.635
H: -3.746 2.740 4.240
H: -3.998 5.824 5.135
H: -2.368 5.146 5.006
H: -2.989 6.619 4.103
H: -1.735 5.400 2.398
H: -2.606 4.303 1.307
H: -3.077 7.256 1.820
H: -2.671 6.436 0.312
H: -4.685 5.407 0.172
H: -5.050 7.076 0.224
H: -6.325 7.105 3.822
H: -6.112 8.096 2.403
H: -4.711 7.660 3.277
H: -7.774 5.455 2.143
H: -7.001 4.964 0.699
H: -7.458 6.537 0.874
H: -6.180 3.655 3.702
C: 1.596 -0.319 1.186
C: 0.561 -0.780 0.149
C: 1.173 -1.459 -1.066
O: -0.291 -1.781 0.710
H: 1.100 0.228 1.987
H: 2.372 0.308 0.746
H: 2.055 -1.167 1.696
H: -0.070 0.070 -0.108
H: 1.719 -2.367 -0.809
H: 1.923 -0.853 -1.575
H: 0.396 -1.783 -1.760
H: -0.741 -1.480 1.503
C: -3.271 1.670 -3.117
C: -4.647 1.348 -3.584
C: -5.757 2.316 -3.182
O: -4.602 1.245 -4.983
H: -2.628 0.800 -3.245
H: -3.286 1.979 -2.072
H: -2.792 2.433 -3.731
H: -4.958 0.359 -3.249
H: -5.590 2.398 -2.108
H: -6.809 2.086 -3.349
H: -5.611 3.282 -3.664
H: -5.430 0.894 -5.318
C: 0.594 -1.584 -9.092
C: 0.293 -0.108 -8.875
C: 1.189 0.376 -7.703
O: 0.703 0.607 -10.091
H: 0.422 -2.165 -8.186
H: 1.664 -1.701 -9.264
H: 0.099 -1.965 -9.985
H: -0.759 0.059 -8.646
H: 2.275 0.296 -7.735
H: 0.959 -0.158 -6.781
H: 1.039 1.432 -7.477
H: 0.583 1.547 -9.940
C: 2.678 -6.732 -0.030
C: 3.555 -7.982 -0.054
C: 2.598 -9.203 -0.332
O: 4.510 -7.773 -1.097
H: 2.229 -6.545 -1.005
H: 3.283 -5.885 0.293
H: 1.895 -6.772 0.728
H: 4.145 -8.147 0.848
H: 1.812 -9.379 0.402
H: 3.189 -10.117 -0.392
H: 2.066 -9.128 -1.281
H: 5.121 -7.080 -0.835
C: 6.697 -2.330 0.464
C: 6.956 -3.043 -0.813
C: 7.732 -2.203 -1.811
O: 7.648 -4.252 -0.545
H: 7.616 -1.893 0.855
H: 6.355 -2.975 1.273
H: 5.946 -1.544 0.392
H: 6.017 -3.267 -1.320
H: 8.763 -1.907 -1.615
H: 7.266 -1.221 -1.885
H: 7.863 -2.751 -2.744
H: 8.490 -4.125 -0.101
C: -3.534 -6.977 -2.981
C: -3.088 -5.599 -2.562
C: -4.316 -4.836 -1.955
O: -2.209 -5.905 -1.454
H: -4.061 -7.426 -2.139
H: -2.691 -7.629 -3.210
H: -4.297 -7.013 -3.759
H: -2.503 -5.106 -3.339
H: -4.022 -3.854 -1.584
H: -4.724 -5.446 -1.149
H: -5.038 -4.621 -2.743
H: -1.922 -5.078 -1.058
C: 7.538 3.308 0.845
C: 7.717 4.464 1.882
C: 8.843 5.408 1.597
O: 6.524 5.255 1.951
H: 7.389 3.791 -0.121
H: 6.658 2.698 1.047
H: 8.367 2.604 0.912
H: 7.854 3.941 2.828
H: 8.885 6.102 2.436
H: 8.548 5.959 0.704
H: 9.816 4.988 1.340
H: 6.206 5.248 1.046
C: -1.515 -2.195 8.379
C: -0.789 -2.018 7.035
C: 0.604 -2.756 6.929
O: -1.697 -2.410 6.013
H: -1.619 -3.172 8.850
H: -2.531 -1.800 8.342
H: -0.947 -1.637 9.122
H: -0.539 -0.957 7.006
H: 0.737 -3.211 5.947
H: 0.597 -3.637 7.572
H: 1.494 -2.167 7.150
H: -1.846 -3.337 6.213

Properties
HOMO, hartree: -0.3173
SMILES: CC1(C)CCCC(C)(C)N1O.CC(C)O.CC(C)O.CC(C)O.CC(C)O.CC(C)O.CC(C)O.CC(C)O.CC(C)O
2S+1: 1
Energy, eV: -55480.4529
Orbital gap, Ha: 0.32449
Relative energy (zero: lowest compared OMol25 entry of this formula, charge and spin), kcal/mol: 87.35

Mulliken population analysis, charges in e, atoms 1 to 99: -1.928, 1.696, -1.699, -1.137, -0.809, -1.143, 1.625, -1.620, -1.880, 0.143, -0.496, 0.456, 0.406, 0.392, 0.359, 0.373, 0.345, 0.362, 0.432, 0.317, 0.434, 0.278, 0.483, 0.348, 0.426, 0.307, 0.390, 0.397, 0.389, 0.352, -1.276, 0.727, -1.280, -0.560, 0.345, 0.333, 0.323, 0.133, 0.264, 0.380, 0.311, 0.300, -1.187, 0.613, -1.234, -0.574, 0.283, 0.292, 0.358, 0.179, 0.260, 0.387, 0.313, 0.309, -1.296, 0.545, -1.251, -0.544, 0.374, 0.332, 0.308, 0.195, 0.343, 0.346, 0.338, 0.312, -1.187, 0.509, -1.339, -0.562, 0.309, 0.309, 0.375, 0.231, 0.372, 0.327, 0.348, 0.308, -1.380, 0.664, -1.405, -0.550, 0.335, 0.361, 0.365, 0.225, 0.373, 0.358, 0.334, 0.321, -1.358, 0.458, -1.115, -0.522, 0.331, 0.314, 0.385, 0.261, 0.325

Density functional theory data (the ωB97M-V functional and the def2-TZVPD basis) for a 14-piece molecular cluster, C33H84IN20O29 overall.

Element x y z (Å)
C: -2.974 8.005 -2.324
C: -1.990 6.967 -1.771
C: -1.586 5.899 -2.788
C: -2.776 5.136 -3.398
N: -2.517 3.691 -3.531
C: -3.318 2.796 -2.824
C: -4.148 1.877 -3.717
C: -5.117 2.696 -4.557
N: -6.187 3.290 -3.755
O: -3.250 1.222 -4.584
C: -2.358 0.299 -3.961
C: -1.034 0.293 -4.748
C: 0.215 1.042 -4.257
C: 0.379 2.437 -4.877
C: 1.755 3.066 -4.646
N: 1.925 3.554 -3.260
C: 2.997 3.079 -2.482
N: 3.596 3.738 -1.567
N: 3.386 1.753 -2.775
C: -2.280 0.455 -2.418
I: -3.630 -0.980 -1.506
N: -2.438 1.849 -1.862
C: -3.103 1.934 -0.528
O: -1.144 2.419 -1.792
C: -0.258 1.812 -0.813
C: 0.034 2.653 0.430
N: 1.141 1.985 1.129
C: 0.857 1.385 2.440
C: 0.682 -0.131 2.396
C: -0.613 -0.555 1.716
O: 0.701 -0.673 3.723
H: -2.458 8.782 -2.892
H: -3.515 8.485 -1.507
H: -3.729 7.568 -2.977
H: -1.093 7.496 -1.440
H: -2.441 6.477 -0.902
H: -1.030 6.391 -3.595
H: -0.892 5.173 -2.352
H: -3.686 5.325 -2.824
H: -2.957 5.522 -4.404
H: -2.419 3.409 -4.495
H: -3.971 3.347 -2.146
H: -4.764 1.182 -3.134
H: -4.580 3.465 -5.113
H: -5.547 2.013 -5.294
H: -6.243 2.879 -2.831
H: -6.009 4.272 -3.597
H: -2.795 -0.692 -4.103
H: -0.765 -0.749 -4.938
H: -1.304 0.708 -5.724
H: 0.282 1.102 -3.171
H: 1.085 0.456 -4.572
H: -0.349 3.130 -4.452
H: 0.232 2.327 -5.954
H: 1.836 3.924 -5.318
H: 2.552 2.370 -4.898
H: 1.997 4.561 -3.273
H: 3.282 4.706 -1.532
H: 4.293 1.607 -2.354
H: 2.733 1.059 -2.441
H: -1.316 0.070 -2.097
H: -2.901 2.942 -0.165
H: -4.174 1.812 -0.654
H: -2.700 1.205 0.163
H: 0.699 1.699 -1.328
H: -0.575 0.807 -0.548
H: -0.837 2.778 1.078
H: 0.338 3.645 0.087
H: 1.867 2.672 1.275
H: -0.030 1.813 2.928
H: 1.706 1.600 3.093
H: 1.548 -0.579 1.906
H: -0.483 -0.690 0.642
H: -0.928 -1.515 2.114
H: -1.412 0.160 1.923
H: -0.101 -0.416 4.179
C: -2.072 -3.644 -3.982
N: -0.603 -3.416 -3.912
O: -0.160 -2.898 -2.903
O: 0.053 -3.717 -4.879
H: -2.482 -3.306 -3.040
H: -2.444 -3.069 -4.821
H: -2.245 -4.702 -4.143
C: -6.318 -1.455 1.478
N: -6.872 -0.600 2.563
O: -6.159 0.279 3.004
O: -8.002 -0.827 2.924
H: -5.308 -1.121 1.281
H: -6.332 -2.485 1.819
H: -6.964 -1.332 0.614
C: -1.034 -3.996 0.000
N: -2.429 -3.478 -0.014
O: -2.698 -2.540 0.710
O: -3.218 -4.006 -0.763
H: -0.462 -3.413 0.710
H: -1.072 -5.039 0.294
H: -0.647 -3.901 -1.011
C: 1.917 -3.680 3.946
N: 1.834 -4.956 3.178
O: 2.836 -5.617 3.062
O: 0.755 -5.247 2.697
H: 2.939 -3.543 4.277
H: 1.597 -2.885 3.283
H: 1.233 -3.757 4.785
C: -7.950 5.703 -0.450
N: -6.653 6.241 -0.944
O: -5.938 5.506 -1.608
O: -6.385 7.378 -0.663
H: -8.049 4.679 -0.788
H: -7.934 5.772 0.633
H: -8.733 6.335 -0.857
C: -4.730 -5.368 -7.602
N: -5.100 -4.763 -6.293
O: -6.028 -5.233 -5.685
O: -4.430 -3.820 -5.914
H: -5.409 -6.187 -7.799
H: -4.813 -4.587 -8.352
H: -3.702 -5.707 -7.522
C: 5.279 -7.891 4.437
N: 5.305 -7.615 5.898
O: 5.292 -6.463 6.264
O: 5.336 -8.577 6.637
H: 5.250 -6.944 3.913
H: 6.173 -8.453 4.198
H: 4.387 -8.481 4.243
C: -0.109 -8.229 -0.360
N: -0.492 -7.432 -1.560
O: 0.134 -6.417 -1.791
O: -1.408 -7.849 -2.227
H: 0.716 -7.731 0.134
H: -0.984 -8.286 0.280
H: 0.167 -9.220 -0.708
C: 4.206 3.830 5.108
N: 3.585 4.568 3.978
O: 3.542 5.777 4.022
O: 3.153 3.924 3.045
H: 4.541 4.547 5.846
H: 3.448 3.167 5.513
H: 5.035 3.259 4.701
C: 7.504 -9.496 0.310
N: 7.522 -9.218 1.771
O: 7.490 -8.061 2.136
O: 7.565 -10.172 2.514
H: 7.465 -8.550 -0.215
H: 8.410 -10.048 0.078
H: 6.629 -10.107 0.110
C: 7.554 -10.417 8.111
N: 7.267 -11.406 9.185
O: 7.744 -11.213 10.280
O: 6.565 -12.347 8.886
H: 8.189 -9.643 8.525
H: 8.049 -10.951 7.306
H: 6.606 -10.012 7.775
C: 4.901 7.826 8.412
N: 4.690 6.452 7.885
O: 3.615 5.927 8.061
O: 5.621 5.937 7.301
H: 3.989 8.145 8.901
H: 5.735 7.780 9.106
H: 5.147 8.460 7.566
C: 3.689 7.768 1.618
N: 3.008 8.377 0.443
O: 2.957 9.582 0.368
O: 2.531 7.608 -0.368
H: 4.057 8.565 2.252
H: 2.959 7.155 2.130
H: 4.498 7.152 1.238

Properties
HOMO, hartree: -0.4020
Total charge: +1
2S+1: 1
Energy, eV: -132818.7978
Orbital gap, Ha: 0.31097

Mulliken population analysis, charges in e, atoms 1 to 99: -1.230, -0.600, -0.026, -0.937, 0.515, -1.536, 0.223, -0.992, -0.611, -0.464, 0.649, -1.858, 0.805, 0.199, -1.213, 0.062, 0.478, -0.898, -0.437, -1.671, 0.169, 1.292, -1.487, 0.601, 0.973, -0.881, -0.060, -0.833, 0.172, -0.958, -0.579, 0.352, 0.339, 0.283, 0.467, 0.236, 0.395, -0.266, 0.301, 0.380, 0.732, 0.540, 0.350, 0.305, 0.412, 0.331, 0.277, 1.079, 0.212, 0.431, -0.864, 0.831, -0.570, 0.425, 0.392, 0.420, 0.272, 0.180, 0.343, 0.168, 0.500, 0.288, 0.731, 0.134, -0.369, -1.108, 0.445, 0.392, 0.279, 0.266, 0.230, 0.347, 0.102, 0.559, 0.402, 0.349, -0.608, 1.050, -0.599, -0.583, -0.106, 0.420, 0.392, -0.468, 0.929, -0.548, -0.553, 0.039, 0.298, 0.292, -0.148, 0.895, -0.435, -0.537, -0.072, 0.254, 0.051, -0.501, 0.926

Which of these has the highest HOMO?
C33H83NO9